The molecule C4H5NO. Source: the Open Molecules 2025 dataset; level of theory: wB97M-V/def2-TZVPD.

Relative energy (zero: lowest compared OMol25 entry of this formula, charge and spin), kJ/mol: 186.6
SMILES: Cc1cnoc1
LUMO level, eV: 0.90
HOMO level, eV: -9.660
2S+1: 1

Cartesian coordinates (Å):
C 0.630 1.337 0.209
C -0.191 0.049 0.164
C 0.418 -0.946 -0.699
N -0.259 -2.052 -0.748
O -1.345 -1.853 0.057
C -1.314 -0.621 0.597
H 0.376 2.235 0.784
H 1.645 1.053 0.516
H 0.734 1.662 -0.833
H 1.343 -0.898 -1.286
H -2.185 -0.468 1.246

***

A structure of composition C28H40BrCl45OSi2 in a non-equilibrium geometry. Source: the Open Molecules 2025 dataset; level of theory: wB97M-V/def2-TZVPD.

LUMO level, eV: 0.01
HOMO level, eV: -8.061
2S+1: 1

Cartesian coordinates (Å):
C -6.204 -0.708 2.181
C -6.441 0.340 1.642
C -6.535 1.642 0.989
Si -5.720 1.720 -0.693
O -4.087 1.443 -0.632
Si -3.326 -0.015 -0.475
Br -4.471 -1.736 -1.322
C -1.620 -0.066 -1.230
C -0.802 -1.054 -0.383
C 0.641 -1.299 -0.831
C 1.262 -2.310 0.140
C 0.760 -1.698 -2.320
C 1.115 -3.165 -2.614
C 0.001 -4.166 -2.372
C -0.865 -4.519 -3.330
C -1.393 -3.560 -4.370
C -1.367 -5.935 -3.475
H -6.236 -1.593 2.763
H -7.599 1.844 0.816
H -6.178 2.415 1.672
H -5.893 3.104 -1.185
H -6.435 0.863 -1.654
H -3.130 -0.281 0.962
H -1.147 0.915 -1.296
H -1.766 -0.422 -2.253
H -1.356 -2.002 -0.359
H -0.801 -0.671 0.640
H 1.179 -0.354 -0.712
H 0.685 -3.235 0.112
H 1.133 -1.928 1.155
H 2.315 -2.505 -0.052
H 1.544 -1.072 -2.751
H -0.137 -1.461 -2.886
H 1.351 -3.225 -3.680
H 2.016 -3.494 -2.105
H -0.098 -4.623 -1.394
H -0.766 -3.554 -5.269
H -1.439 -2.539 -4.001
H -2.403 -3.863 -4.646
H -2.375 -6.094 -3.078
H -1.398 -6.180 -4.538
H -0.693 -6.647 -3.004
C 0.941 -0.146 4.091
Cl 1.731 0.918 2.921
Cl -0.571 -0.795 3.442
Cl 2.028 -1.445 4.576
H 0.693 0.445 4.965
C -1.229 4.026 2.026
Cl 0.357 4.774 2.251
Cl -1.645 3.959 0.318
Cl -1.258 2.412 2.736
H -1.964 4.635 2.535
C 4.721 -1.747 -4.268
Cl 4.212 -1.876 -2.586
Cl 3.509 -0.884 -5.216
Cl 6.296 -0.953 -4.402
H 4.815 -2.747 -4.667
C 3.184 -7.148 -1.035
Cl 2.899 -7.165 0.703
Cl 1.916 -6.234 -1.862
Cl 4.774 -6.469 -1.405
H 3.164 -8.170 -1.388
C 4.908 1.796 4.896
Cl 4.545 3.310 5.723
Cl 6.210 2.019 3.730
Cl 5.305 0.536 6.065
H 4.023 1.480 4.359
C -3.724 1.076 -4.506
Cl -3.122 0.431 -6.036
Cl -2.468 2.008 -3.689
Cl -5.168 2.053 -4.752
H -3.990 0.237 -3.873
C 0.460 2.438 7.864
Cl 2.050 3.125 8.131
Cl 0.079 2.385 6.137
Cl 0.347 0.821 8.568
H -0.276 3.068 8.346
C -9.714 3.624 3.272
Cl -8.790 4.494 2.039
Cl -11.341 3.282 2.694
Cl -8.881 2.139 3.726
H -9.790 4.257 4.146
C 4.860 -10.792 0.859
Cl 4.212 -11.135 2.462
Cl 3.566 -10.788 -0.347
Cl 5.749 -9.273 0.850
H 5.547 -11.585 0.597
C -3.923 1.455 -9.556
Cl -2.750 2.674 -10.052
Cl -5.213 2.174 -8.599
Cl -4.574 0.602 -10.957
H -3.411 0.733 -8.934
C 6.746 2.092 -1.532
Cl 5.314 1.261 -2.125
Cl 6.765 3.778 -2.040
Cl 6.834 1.966 0.229
H 7.620 1.607 -1.948
C 1.402 3.550 -1.761
Cl 2.192 4.628 -2.910
Cl -0.065 2.856 -2.463
Cl 2.491 2.262 -1.260
H 1.125 4.129 -0.888
C 3.904 0.527 10.621
Cl 4.730 0.616 9.066
Cl 4.764 -0.535 11.738
Cl 3.700 2.133 11.322
H 2.921 0.109 10.452
C -7.725 8.102 2.005
Cl -8.171 8.046 3.710
Cl -8.855 9.099 1.092
Cl -6.071 8.682 1.807
H -7.776 7.095 1.615
C 10.744 5.149 -1.482
Cl 12.199 4.541 -2.272
Cl 9.781 6.113 -2.603
Cl 9.791 3.831 -0.808
H 11.050 5.791 -0.666

***

A cluster of 9 separate species, C5H29N2O9 in total in a non-equilibrium geometry. Source: the Open Molecules 2025 dataset; level of theory: wB97M-V/def2-TZVPD.

Charge: +1
Relative energy (zero: lowest compared OMol25 entry of this formula, charge and spin), kJ/mol: 237.7
LUMO level, eV: -2.15
HOMO level, eV: -12.352
2S+1: 1

Cartesian coordinates (Å):
O -2.314 0.446 0.333
C -1.163 0.350 -0.057
N -0.157 1.145 0.404
C 1.088 1.278 -0.319
C -0.767 -0.529 -1.233
N -2.064 -1.112 -1.747
C -1.903 -2.361 -2.713
C -1.585 -1.834 -4.111
H -0.094 1.377 1.389
H 1.667 0.390 -0.620
H 0.859 1.867 -1.213
H 1.696 1.834 0.437
H -0.172 -0.109 -2.074
H -0.149 -1.359 -0.872
H -2.477 -0.416 -2.311
H -2.656 -1.433 -0.965
H -1.112 -2.921 -2.155
H -2.765 -2.898 -2.423
H -2.430 -1.341 -4.594
H -1.331 -2.640 -4.823
H -0.802 -1.088 -4.109
H -3.390 -1.539 1.073
H -4.076 -2.767 0.593
O -3.331 -2.190 0.361
H 4.093 1.767 1.938
H 5.043 2.257 0.895
O 4.342 1.605 1.009
H 2.119 -2.839 -1.464
H 2.582 -1.581 -0.845
O 1.755 -1.947 -1.311
H -2.858 2.046 -3.096
H -3.604 1.371 -4.284
O -2.839 1.267 -3.704
H 4.401 -0.413 0.166
H 3.466 -1.011 1.150
O 3.476 -0.650 0.263
H 4.428 -1.243 3.710
H 3.156 -0.448 3.785
O 4.090 -0.387 3.999
H -2.839 2.845 3.037
H -2.486 2.388 4.439
O -2.098 2.500 3.547
H 1.600 1.606 4.534
H 1.113 2.745 3.719
O 1.759 2.037 3.666